# 1
ORCA calculation (ωB97M-V/def2-TZVPD) on a cluster of 16 separate species, C38H112N4O16 in total at a distorted geometry.

* net charge: 0
* 2S+1: 1
* relative energy (zero: lowest compared OMol25 entry of this formula, charge and spin): 0.0 kcal per mole

Positions of all 170 atoms, in Å:
C -22.70609 5.95699 11.73488
O -21.39897 5.78989 11.19211
H -23.45461 6.05869 10.94323
H -23.02909 5.07076 12.28972
H -22.72583 6.83738 12.37117
H -21.50130 5.48242 10.28833
C -27.58665 9.62885 12.91985
O -27.58665 9.02967 14.22033
H -27.95308 10.65721 12.97153
H -26.61273 9.53397 12.43921
H -28.38607 9.08012 12.41748
H -26.93842 9.50656 14.77780
C -26.64384 1.56329 18.36503
C -25.76542 1.61008 17.14226
O -24.91122 2.73605 17.13145
H -27.32971 2.40279 18.45030
H -26.01687 1.52957 19.25988
H -27.22165 0.63651 18.37093
H -26.42826 1.58136 16.26758
H -25.16468 0.69278 17.16405
H -24.47071 2.65930 16.25481
C -22.00588 4.90080 16.39393
C -22.87448 5.69549 17.38227
O -23.46602 4.82478 18.32337
H -22.61015 4.30362 15.70566
H -21.39381 4.20462 16.97169
H -21.34335 5.47216 15.73968
H -23.62337 6.21973 16.77256
H -22.31707 6.44435 17.94259
H -23.92481 4.11879 17.83041
C -25.45075 0.36699 10.05782
C -26.81897 -0.00503 9.47324
O -26.57031 -0.83678 8.34075
H -25.59865 0.90125 10.99804
H -24.81740 0.91854 9.36684
H -25.03842 -0.61258 10.30624
H -27.37116 0.88248 9.14776
H -27.38289 -0.56517 10.22236
H -27.39830 -1.01605 7.88771
C -26.69657 -0.94154 14.98259
C -26.78287 -0.31055 13.59750
O -27.96753 -0.65009 12.90719
H -26.65450 -2.02501 14.85335
H -27.58889 -0.69772 15.56387
H -25.82223 -0.59445 15.52902
H -25.96322 -0.72345 13.00392
H -26.71105 0.77095 13.76409
H -28.61046 0.05612 13.05817
C -31.06104 1.38790 11.63436
C -31.00870 1.79721 13.10966
O -30.30340 0.78950 13.84599
H -31.69356 2.05085 11.03804
H -31.42170 0.36361 11.55543
H -30.06872 1.52134 11.19901
H -32.01973 1.84363 13.52096
H -30.50900 2.76227 13.15586
H -30.89170 0.02694 13.84798
C -26.26149 5.22449 20.49984
C -26.97580 5.55937 19.21027
O -28.39409 5.51300 19.28919
H -26.47493 6.02419 21.21374
H -25.19127 5.16998 20.31403
H -26.66584 4.30412 20.92021
H -26.65566 4.86043 18.42110
H -26.61529 6.48005 18.72547
H -28.70340 5.65795 18.37928
C -22.68994 1.79791 12.75791
C -23.49405 1.35889 13.95482
O -24.18158 2.48009 14.52842
H -21.97284 1.01759 12.49526
H -22.18344 2.73082 13.01325
H -23.29816 1.99837 11.87450
H -22.87028 0.92625 14.73621
H -24.22667 0.61289 13.62905
H -24.89151 2.72884 13.90371
C -29.68549 3.14532 16.67791
C -30.46216 4.43805 16.54032
O -29.56716 5.53620 16.71327
H -30.33684 2.27218 16.57251
H -29.36741 3.07774 17.72004
H -28.84388 3.09410 15.99364
H -31.28270 4.55264 17.24722
H -30.87959 4.55546 15.53109
H -28.99021 5.62298 15.91833
C -26.37976 3.53976 7.30903
C -24.95237 3.91907 7.70646
O -23.98129 3.03671 7.17135
H -26.77241 2.68717 7.86290
H -26.46289 3.29173 6.24960
H -27.00683 4.40697 7.53244
H -24.87705 3.78854 8.78768
H -24.75999 4.95294 7.40447
H -23.99739 3.13738 6.21362
C -31.58040 5.56069 12.38705
C -30.56619 5.72118 11.28742
O -29.51955 6.57944 11.76731
H -32.19741 6.43995 12.56931
H -31.05029 5.28623 13.30143
H -32.27311 4.74030 12.18540
H -30.94817 6.12257 10.34426
H -30.10662 4.76657 10.99787
H -29.02239 6.94376 11.02960
C -30.14709 12.45554 20.15580
C -30.32085 11.52353 18.97122
C -29.13520 10.55901 18.79176
O -29.44477 9.70871 17.70682
C -28.53139 8.65794 17.51221
N -31.53982 10.72557 19.22546
H -30.97620 13.14099 20.30726
H -29.20090 13.00360 20.16039
H -30.06313 11.82924 21.05123
H -30.40550 12.04632 18.01465
H -29.04173 9.94582 19.69941
H -28.16951 11.04932 18.61306
H -27.49241 8.99940 17.43995
H -28.74784 8.16369 16.56717
H -28.57954 7.89825 18.29911
H -31.47505 10.01379 18.49543
H -31.38088 10.17992 20.07114
C -26.06666 5.38663 15.08543
C -27.00300 5.44589 13.86459
C -27.36689 4.04100 13.34530
O -26.19020 3.42956 12.83748
C -25.89989 3.85761 11.51651
N -28.23042 6.11821 14.29902
H -26.39126 4.55741 15.71989
H -26.05570 6.27740 15.71225
H -25.04881 5.12950 14.78317
H -26.58666 5.98085 13.00355
H -28.18592 4.12932 12.62214
H -27.77918 3.45728 14.16938
H -24.98280 3.37354 11.18067
H -25.79443 4.93535 11.39980
H -26.68345 3.41769 10.88957
H -28.82424 6.29566 13.47771
H -28.04071 7.06461 14.61926
C -23.83291 8.71576 14.58237
C -24.08708 9.40569 15.92417
C -22.95751 10.40421 16.25289
O -21.79497 9.77883 16.73024
C -20.83478 10.73558 17.11903
N -25.36488 10.09634 15.76915
H -22.81814 8.30741 14.50791
H -23.91601 9.38831 13.72732
H -24.42767 7.80640 14.47412
H -24.29303 8.67970 16.71254
H -23.34182 11.13872 16.97154
H -22.74464 10.92592 15.30938
H -21.18621 11.28958 17.99661
H -20.60409 11.40929 16.28856
H -19.91621 10.24259 17.43367
H -25.60594 10.59853 16.62519
H -25.26810 10.89209 15.13264
C -31.99123 10.24030 13.41590
C -31.61057 9.79441 14.81335
C -31.70929 8.31314 15.13640
O -33.07226 7.92407 15.05840
C -33.36108 6.66751 15.63432
N -30.21205 10.22545 15.00024
H -33.03617 10.02943 13.16527
H -31.29103 9.84807 12.68049
H -32.05458 11.32755 13.49022
H -32.15634 10.41429 15.53161
H -31.23079 8.11319 16.09808
H -31.15529 7.80854 14.33082
H -34.41810 6.46774 15.47995
H -33.10180 6.64646 16.69708
H -32.76720 5.88252 15.15084
H -29.90017 10.12932 15.97846
H -29.57787 9.57249 14.54358

***

# 2
ORCA calculation (ωB97M-V/def2-TZVPD) on an isolated molecule of C3H7NO at a distorted geometry.

* net charge: 0
* 2S+1: 1
* relative energy (zero: lowest compared OMol25 entry of this formula, charge and spin): 52.0 kcal per mole

Positions of all 12 atoms, in Å:
O 0.46244 1.71896 0.71219
C 0.57675 0.32464 0.63528
C 0.70597 -0.27492 -0.84618
N -0.81486 -0.20722 -0.80328
C -0.82585 -0.37568 0.63248
H -0.17735 1.97555 0.05101
H 1.36967 -0.03416 1.33823
H 1.24876 0.39579 -1.54560
H 1.12556 -1.28947 -0.90432
H -1.34390 -0.94340 -1.36633
H -1.64383 0.13050 1.19027
H -0.68336 -1.42058 0.90626

***

# 3
ORCA calculation (ωB97M-V/def2-TZVPD) on a cluster of 13 separate species, F6H24O12P in total at a distorted geometry.

* net charge: -1
* 2S+1: 1
* relative energy (zero: lowest compared OMol25 entry of this formula, charge and spin): 31.9 kcal per mole

Positions of all 43 atoms, in Å:
P 0.15520 0.12800 -0.21954
F -0.61359 1.09495 -1.26993
F -0.84903 0.66022 0.94705
F -0.88082 -1.02507 -0.68250
F 0.92773 -0.62359 0.99366
F 1.23452 -0.29218 -1.34455
F 1.09241 1.45502 0.01854
O 0.57757 -1.65368 -3.61968
H 1.47112 -1.98111 -3.72259
H 0.62717 -1.04959 -2.87883
O 2.93815 2.69304 1.92436
H 3.11133 1.82477 2.28814
H 2.51826 2.52077 1.08159
O -3.45086 0.57103 -2.14262
H -3.62654 1.43011 -1.75876
H -2.53776 0.39053 -1.91922
O -2.52416 -1.21876 2.69341
H -1.59569 -1.14745 2.47185
H -2.96049 -1.36616 1.85429
O 2.32034 -2.02008 2.54036
H 1.68844 -1.40817 2.16286
H 1.84658 -2.44285 3.25663
O -0.09270 3.85349 0.23377
H 0.17046 2.93794 0.14020
H -0.68050 4.01095 -0.50510
O 2.71868 1.79257 -3.11633
H 2.27354 1.99919 -3.93815
H 2.02771 1.45203 -2.54816
O -2.68039 3.55575 2.00462
H -1.90235 2.99926 2.03937
H -2.51423 4.24126 2.65169
O -0.07222 -3.58576 -1.79545
H 0.58783 -3.30409 -1.16203
H 0.09930 -3.05458 -2.57305
O -2.69456 -3.60974 -0.99079
H -3.23267 -3.65134 -1.78133
H -1.83847 -3.31212 -1.29861
O -0.07991 2.33076 3.08770
H 0.26889 2.02743 2.24951
H 0.15880 1.64356 3.70980
O 1.94817 -2.99231 -0.07875
H 2.13682 -3.68449 0.55491
H 1.92797 -2.18933 0.44186

***

# 4
ORCA calculation (ωB97M-V/def2-TZVPD) on a structure of composition C38H28BrN6O4Ru.

* net charge: 0
* 2S+1: 2
* relative energy (zero: lowest compared OMol25 entry of this formula, charge and spin): 13.3 kcal per mole

Positions of all 78 atoms, in Å:
Ru 0.04619 0.16440 1.92109
O 2.84490 -2.72399 2.51572
C 1.94125 -1.99159 2.14918
N 1.35704 -0.97642 2.82511
C 1.55858 -0.67434 4.19421
C 2.28551 -1.45697 5.08148
C 2.39815 -1.06356 6.40970
C 1.79508 0.10583 6.84095
C 1.07128 0.89531 5.95563
C 0.94457 0.50703 4.62648
N 0.27750 1.22380 3.61044
C -0.47825 2.31281 3.80773
O -0.73678 2.90858 4.84377
C -0.98341 2.87497 2.49113
C -1.68342 4.06676 2.53265
C -1.98956 4.71836 1.34861
C -1.54453 4.16023 0.16183
C -0.88698 2.94226 0.20432
N -0.64304 2.27964 1.33393
C 1.30768 -2.20186 0.79911
C 1.73299 -3.23732 -0.00915
C 1.03348 -3.51114 -1.17622
C -0.10569 -2.77151 -1.45330
C -0.45031 -1.74054 -0.59387
N 0.27087 -1.41864 0.47639
H 2.76045 -2.35768 4.72764
H 2.96341 -1.67505 7.10048
H 1.88384 0.41463 7.87434
H 0.60008 1.80584 6.28651
H -1.93222 4.46191 3.50704
H -2.53312 5.65377 1.35406
H -1.70412 4.64008 -0.79318
H -0.55386 2.49832 -0.71880
H 2.58798 -3.81425 0.31262
H 1.35353 -4.30358 -1.83919
H -0.71978 -2.96667 -2.32153
H -1.33438 -1.14437 -0.76073
C -3.53156 0.49892 -0.94954
O -2.21143 0.80013 -1.41382
C -1.83499 0.36972 -2.65188
C -2.69077 -0.07634 -3.63682
C -2.13970 -0.50869 -4.84093
Br -3.30958 -1.09796 -6.20821
C -0.78295 -0.52981 -5.05011
C 0.08765 -0.10270 -4.03896
C -0.44667 0.36939 -2.85084
O 0.37056 0.78771 -1.83696
C 1.53343 -0.24143 -4.27010
N 2.03831 -0.75590 -5.35978
C 3.40673 -0.74175 -5.16390
C 4.43541 -1.17422 -6.00197
C 5.73185 -1.04746 -5.54866
C 6.01793 -0.50112 -4.28566
C 5.01436 -0.06629 -3.44356
C 3.70882 -0.19781 -3.90820
N 2.48798 0.12135 -3.35837
H -3.68944 -0.58444 -0.98491
H -4.26959 0.98036 -1.59657
H -2.71173 0.73568 0.99206
H -3.76002 -0.09112 -3.48761
H -0.35654 -0.88983 -5.97483
H -0.13899 0.81111 -1.00891
H 4.21022 -1.59404 -6.97307
H 6.55096 -1.37393 -6.17563
H 7.04885 -0.42008 -3.96757
H 5.23643 0.35412 -2.47147
H 2.29031 0.50708 -2.45060
C -4.89058 -0.38784 2.20221
C -4.83132 0.51476 1.18854
C -3.62448 1.02127 0.47581
C -1.49050 -0.56689 2.33917
C -2.49954 -1.16455 2.97092
C -3.92172 -1.11627 2.94076
H -5.89972 -0.61026 2.53513
H -5.78090 0.91169 0.84369
H -3.64371 2.11559 0.43945
H -2.08442 -1.87955 3.68637
H -4.36381 -1.78365 3.66916

***

Number 1: E_tot -79938.379 eV. Number 2: E_tot -6760.493 eV. Number 3: E_tot -50563.122 eV. Number 4: E_tot -129615.314 eV.